{
  "formula": "C28H44N3O9",
  "method": "the ωB97M-V functional and the def2-TZVPD basis",
  "symbols": ["C", "H", "C", "H", "C", "H", "C", "H", "C", "H", "N", "H", "C", "H", "C", "C", "H", "H", "H", "H", "H", "O", "H", "H", "H", "O", "H", "H", "H", "O", "C", "O", "H", "O", "C", "H", "H", "C", "H", "H", "O", "H", "C", "H", "H", "C", "C", "C", "H", "H", "C", "C", "O", "C", "H", "H", "C", "C", "H", "N", "H", "C", "H", "H", "H", "H", "C", "H", "O", "H", "H", "H", "O", "C", "C", "H", "C", "C", "N", "H", "C", "H", "C", "H"],
  "coordinates": [[3.714, 1.997, 2.506], [5.301, 0.523, 2.756], [1.022, -5.079, -4.111], [4.301, 5.877, -3.355], [3.404, 6.412, -3.034], [0.933, -1.171, 2.068], [0.524, 2.068, 1.532], [-2.612, 4.444, -2.490], [2.605, 2.051, 3.582], [-4.748, 0.469, 4.255], [6.242, 2.338, 2.593], [-6.626, 2.097, 1.226], [0.651, -6.890, 0.478], [5.098, 1.584, 4.132], [2.589, 5.620, -2.015], [-0.404, 0.849, -0.308], [-3.237, 4.858, -0.165], [-0.735, -7.650, 1.897], [0.793, 0.993, 4.207], [-0.501, -9.215, -0.713], [-4.384, -0.817, 3.091], [1.639, -6.369, 0.904], [3.205, 5.061, -1.314], [-1.993, -6.561, -0.519], [6.392, 2.275, 1.596], [-4.648, 2.083, 1.815], [1.789, -5.846, -4.144], [1.465, -4.776, -2.025], [2.061, -0.017, 3.536], [0.794, 5.476, -5.059], [-1.172, -7.178, -0.889], [2.536, 6.564, -4.170], [-2.458, 3.932, 1.170], [-1.109, -5.012, -3.119], [1.721, 4.752, -2.925], [-3.520, 3.134, -0.030], [-1.987, -8.905, 0.184], [-2.770, 3.916, 0.132], [0.746, 4.542, -2.507], [-6.236, -0.231, 1.682], [-2.682, 1.203, 2.377], [3.059, 1.888, 4.562], [5.101, 1.559, 3.039], [-1.301, -7.326, -1.957], [2.212, 3.815, -3.195], [-0.148, -8.040, 1.063], [-1.030, -8.479, -0.108], [0.617, -0.273, 1.557], [2.126, 3.030, 3.583], [-0.622, -3.728, -1.586], [-0.148, 2.094, 0.295], [-6.134, 0.413, 2.556], [0.057, -6.462, -0.663], [-3.881, 1.170, 2.449], [-0.874, 0.771, -1.284], [-6.975, 0.221, 3.216], [-6.046, 1.870, 2.116], [1.564, 0.950, 3.435], [3.835, 2.996, 2.083], [0.885, 0.923, 2.114], [1.051, -4.504, -5.039], [1.088, -4.196, -2.866], [-6.328, 2.562, 2.911], [3.689, 7.402, -2.690], [0.521, -8.812, 1.432], [0.751, 2.987, 2.050], [-0.383, -3.870, -2.637], [3.416, 1.335, 1.687], [-0.252, -1.548, -0.219], [-0.938, 3.893, -2.794], [1.707, -3.307, -2.974], [-1.198, -1.742, -0.179], [-0.775, -6.679, -4.561], [-0.348, -5.717, -3.998], [-0.041, -0.318, 0.340], [-0.707, -2.995, -3.207], [-1.620, 3.604, -0.772], [-4.763, 0.195, 3.199], [-0.484, 3.278, -0.242], [1.957, 6.301, -1.443], [1.587, 5.603, -4.174], [-2.262, 2.729, -2.552], [-1.852, 3.700, -2.245], [6.184, 3.307, 2.871]],
  "forces_ev_per_angstrom": [[0.0417, 0.1436, 0.1952], [-0.0853, 0.0102, 0.0868], [-0.0123, 0.0525, 0.2756], [-0.0079, -0.0224, 0.0014], [0.0211, -0.0083, 0.0770], [-0.0024, 0.0970, 0.0205], [0.0623, -0.1088, -0.0857], [0.0867, -0.0182, -0.0349], [0.0414, -0.2670, -0.3509], [0.0176, -0.0246, 0.0171], [-0.0165, -0.1433, 0.0596], [0.0693, 0.0243, -0.0423], [-0.0417, 0.0229, 0.1137], [-0.0178, 0.0135, -0.0320], [-0.0439, -0.0295, -0.0598], [-0.1630, -0.0861, 0.0364], [0.0632, -0.0232, 0.0585], [0.0321, -0.0116, 0.0435], [-0.0164, 0.1383, -0.1047], [-0.0154, -0.0087, -0.0138], [0.0773, 0.0049, 0.1105], [0.0242, 0.0061, 0.0042], [0.0518, -0.0151, -0.0522], [-0.0154, -0.0122, 0.0081], [-0.0102, 0.0728, -0.0115], [-0.0784, -0.0524, 0.0041], [-0.0135, -0.0228, -0.1243], [-0.0085, 0.0195, 0.0261], [-0.0779, 0.0319, -0.0726], [-0.0816, 0.0386, 0.0233], [-0.2447, -0.1634, -0.0806], [0.0249, 0.0420, 0.0036], [-0.1190, -0.0635, 0.0089], [0.0211, 0.1544, 0.0206], [0.2715, 0.3157, 0.2386], [-0.0685, 0.1160, 0.1731], [-0.0209, 0.0524, 0.0220], [-0.1001, -0.3636, -0.5117], [0.0523, -0.1092, 0.0079], [-0.0291, 0.0001, -0.0030], [0.0268, -0.0662, -0.0505], [-0.1588, 0.2056, 0.0364], [0.1538, -0.0636, -0.0292], [0.0578, 0.0626, -0.0206], [-0.0511, -0.0277, -0.0281], [-0.0357, -0.0998, -0.2709], [0.2093, 0.0764, 0.1205], [0.0570, 0.1233, 0.0143], [0.0308, -0.0062, 0.2182], [-0.0539, -0.0975, 0.0066], [0.4578, 0.3273, 1.1088], [0.1066, -0.0236, 0.0066], [-0.0197, -0.0058, -0.0641], [0.0441, 0.0641, 0.0431], [0.0199, 0.1248, 0.0974], [0.0161, 0.0384, 0.0398], [-0.0834, -0.0614, 0.1114], [0.2094, -0.2801, 0.2727], [-0.0316, -0.0556, -0.0749], [-0.0008, -0.0756, -0.2528], [0.0180, -0.0229, -0.0252], [0.0452, -0.0658, -0.0488], [0.0051, -0.0019, 0.0101], [-0.0223, 0.0297, -0.0520], [0.0140, 0.0500, 0.1073], [-0.0206, -0.0718, -0.0216], [0.0960, 0.0515, 0.0141], [-0.0032, 0.1056, -0.0638], [-0.1771, 0.0685, 0.1224], [-0.0951, -0.1510, -0.1250], [-0.0472, 0.0264, -0.0667], [0.0723, -0.0794, -0.1618], [0.0174, -0.0770, 0.0608], [-0.0052, -0.0038, -0.1172], [0.0571, 0.1944, 0.1143], [-0.0010, 0.0055, 0.0068], [0.3345, 0.5017, 0.6449], [-0.1663, 0.0104, -0.2157], [-0.8232, -0.9312, -1.6035], [0.0053, 0.0064, 0.0120], [0.0107, -0.1737, -0.0694], [0.1244, -0.0162, 0.0478], [-0.0459, 0.5529, 0.1709], [-0.0154, 0.0294, -0.0818]],
  "max_force_ev_per_a": 2.029,
  "lumo_energy_ev": -3.26,
  "charge": 1,
  "total_energy_ha": -1934.5288,
  "orbital_gap_ev": 8.046,
  "e_homo_ev": -11.3,
  "relative_energy_kj_mol": 0.0
}